No. 1
{"formula": "C26H38N6O2", "method": "ωB97M-V with the def2-TZVPD basis set", "charge": 0, "e_above_lowest_ev": 0.3519, "smiles": "CCCCNCOC=O.c1cc[nH]c1.c1cc[nH]c1.c1cc[nH]c1.c1cc[nH]c1.c1cc[nH]c1", "orbital_gap_ev": 8.66, "e_lumo_ev": 0.517, "e_homo_ev": -8.1419, "elements": ["C", "C", "C", "C", "N", "C", "O", "C", "O", "H", "H", "H", "H", "H", "H", "H", "H", "H", "H", "H", "H", "H", "C", "C", "C", "N", "C", "H", "H", "H", "H", "H", "C", "C", "C", "N", "C", "H", "H", "H", "H", "H", "C", "C", "C", "N", "C", "H", "H", "H", "H", "H", "C", "C", "C", "N", "C", "H", "H", "H", "H", "H", "C", "C", "C", "N", "C", "H", "H", "H", "H", "H"], "positions_angstrom": [[-1.18351, 2.44839, 4.69583], [-0.73880, 1.13984, 4.05762], [-1.44964, 0.85489, 2.74015], [-1.03710, -0.48630, 2.11311], [-0.53983, -0.36124, 0.73811], [0.84511, -0.01183, 0.64942], [1.05166, 1.37492, 1.01621], [1.37349, 2.21001, 0.00635], [0.57627, 2.72495, -0.71539], [-2.23355, 2.40048, 4.99499], [-1.07662, 3.28114, 3.99621], [-0.59488, 2.67838, 5.58494], [-0.91776, 0.31361, 4.75493], [0.34277, 1.16182, 3.88340], [-2.53006, 0.85475, 2.91694], [-1.25316, 1.65278, 2.02368], [-0.27782, -0.95901, 2.75846], [-1.90090, -1.15009, 2.08562], [-0.65080, -1.24693, 0.25773], [1.17579, -0.17229, -0.37943], [1.48836, -0.57684, 1.33638], [2.45732, 2.39537, -0.07133], [0.94766, 1.11480, -5.66660], [-0.11785, 0.44687, -5.00390], [-0.13913, 0.89885, -3.71018], [0.86919, 1.80947, -3.56484], [1.53382, 1.94874, -4.75029], [1.24722, 0.99386, -6.69456], [-0.78646, -0.28338, -5.42863], [-0.78371, 0.65384, -2.88258], [1.07922, 2.27957, -2.70134], [2.36910, 2.62107, -4.84437], [-0.43568, -3.64923, -4.90650], [0.77845, -3.04894, -5.34010], [1.35790, -3.90663, -6.23613], [0.54209, -4.99884, -6.36011], [-0.55285, -4.85047, -5.55368], [-1.14240, -3.24189, -4.20247], [1.17134, -2.09407, -5.03257], [2.27410, -3.82993, -6.79601], [0.71898, -5.78755, -6.95384], [-1.31926, -5.60516, -5.51072], [-3.95340, -1.82866, 4.43829], [-5.28460, -2.32646, 4.40510], [-5.20981, -3.67226, 4.16302], [-3.88779, -4.00493, 4.04824], [-3.11594, -2.88707, 4.21189], [-3.64397, -0.81110, 4.61445], [-6.19071, -1.76143, 4.54531], [-5.98148, -4.41631, 4.06548], [-3.53769, -4.92807, 3.87075], [-2.04129, -2.93874, 4.16103], [0.01849, -1.78201, 6.85372], [-1.33452, -1.90946, 7.27432], [-1.42989, -1.33222, 8.51212], [-0.19085, -0.86198, 8.85296], [0.69793, -1.13100, 7.84899], [0.44506, -2.12704, 5.92594], [-2.14342, -2.36579, 6.72868], [-2.27192, -1.21273, 9.17193], [0.03219, -0.39062, 9.70983], [1.73102, -0.83863, 7.92598], [4.38088, 4.89936, -8.02297], [5.22431, 5.88181, -7.43558], [5.02056, 5.83734, -6.08265], [4.08961, 4.86631, -5.83178], [3.69315, 4.29031, -7.00793], [4.28844, 4.66848, -9.07095], [5.90030, 6.54534, -7.94835], [5.45572, 6.41150, -5.28291], [3.74425, 4.62372, -4.92199], [2.95729, 3.50453, -7.02745]], "forces_ev_per_a": [[0.0, 0.0, 0.0], [0.0, 0.0, 0.0], [-0.1, 0.0, 0.0], [-0.1, 0.1, 0.0], [0.2, -0.2, 0.1], [-0.2, 0.0, 0.0], [0.3, -0.1, 0.0], [0.0, -0.1, 0.2], [0.0, 0.1, -0.3], [0.0, 0.0, 0.0], [0.0, 0.0, 0.0], [0.0, 0.0, 0.0], [0.0, 0.0, 0.0], [0.0, 0.0, 0.0], [0.0, 0.0, 0.0], [0.0, 0.0, 0.0], [0.0, 0.0, 0.0], [0.0, -0.1, 0.0], [-0.1, 0.1, -0.1], [0.1, 0.0, 0.0], [0.0, 0.1, 0.0], [0.0, 0.0, 0.1], [0.0, 0.0, 0.0], [0.0, 0.0, 0.0], [0.0, 0.0, 0.0], [0.0, -0.1, 0.0], [0.0, 0.0, 0.0], [0.0, 0.0, 0.0], [0.0, 0.0, 0.0], [0.0, 0.0, 0.0], [-0.1, 0.2, 0.0], [0.0, 0.0, 0.0], [0.0, 0.0, 0.0], [0.0, 0.0, 0.0], [0.0, 0.0, 0.0], [0.0, 0.0, 0.0], [0.0, 0.0, 0.0], [0.0, 0.0, 0.0], [0.0, 0.0, 0.0], [0.0, 0.0, 0.0], [0.0, 0.0, 0.0], [0.0, 0.0, 0.0], [0.0, 0.1, 0.0], [0.0, 0.0, 0.0], [0.0, 0.0, 0.0], [0.0, 0.0, 0.0], [0.0, -0.1, 0.0], [0.0, 0.0, 0.0], [0.0, 0.0, 0.0], [0.0, 0.0, 0.0], [0.0, 0.0, 0.0], [0.0, 0.0, 0.0], [0.0, 0.0, 0.0], [0.0, 0.0, 0.0], [0.0, 0.0, 0.0], [0.0, 0.0, 0.0], [0.0, 0.0, 0.0], [0.0, 0.0, 0.0], [0.0, 0.0, 0.0], [0.0, 0.0, 0.0], [0.0, 0.0, 0.0], [0.0, 0.0, 0.0], [0.0, 0.0, 0.0], [0.0, 0.0, 0.0], [0.0, 0.0, 0.0], [0.0, 0.0, 0.0], [0.0, 0.0, 0.0], [0.0, 0.0, 0.0], [0.0, 0.0, 0.0], [0.0, 0.0, 0.0], [0.0, 0.0, 0.0], [0.0, 0.0, 0.0]], "lowdin_charge": [-0.111, -0.278, -0.202, -0.213, -0.036, -0.211, -0.044, -0.336, 0.098, 0.071, 0.073, 0.067, 0.091, 0.106, 0.105, 0.105, 0.110, 0.102, 0.115, 0.131, 0.129, 0.150, -0.110, -0.123, -0.134, 0.015, -0.142, 0.090, 0.089, 0.108, 0.098, 0.080, -0.115, -0.114, -0.140, -0.004, -0.147, 0.087, 0.078, 0.104, 0.141, 0.103, -0.114, -0.104, -0.139, 0.007, -0.162, 0.089, 0.090, 0.105, 0.143, 0.105, -0.121, -0.110, -0.136, 0.001, -0.143, 0.086, 0.070, 0.106, 0.142, 0.104, -0.111, -0.114, -0.145, -0.001, -0.141, 0.089, 0.088, 0.103, 0.131, 0.095]}

---

No. 2
{"formula": "C5H3ClOS", "method": "ωB97M-V with the def2-TZVPD basis set", "charge": 0, "e_above_lowest_ev": 4.2605, "smiles": "S=C/C=C\\OC#CCl", "orbital_gap_ev": [7.89, 7.89], "e_lumo_ev": [-0.949, -0.950], "e_homo_ev": [-8.8359, -8.8356], "elements": ["S", "C", "C", "C", "O", "C", "C", "Cl", "H", "H", "H"], "positions_angstrom": [[-0.08124, 2.73273, -0.74706], [-0.48792, 1.15568, -0.46141], [-0.89555, 0.40675, 0.75517], [-0.91729, -0.88939, 0.87897], [-0.19886, -1.80491, 0.08429], [0.94427, -1.38246, -0.40114], [1.90541, -0.68809, -0.82571], [3.24147, 0.22908, -0.91695], [-0.73898, 0.64345, -1.41570], [-1.23665, 1.02244, 1.54574], [-1.53465, -1.42529, 1.50380]], "forces_ev_per_a": [[-0.2, -1.4, 1.1], [-0.4, 0.7, -1.4], [1.0, 2.2, -1.3], [1.2, -1.0, -1.6], [-0.3, 0.2, -0.1], [3.9, 3.4, -1.8], [-4.7, -3.3, 2.2], [0.7, 0.2, -0.3], [0.5, -0.2, 0.8], [-0.7, 0.3, 0.7], [-0.9, -1.0, 1.7]], "lowdin_charge": [0.647, -0.665, -0.126, -0.073, 0.012, -0.171, -0.611, 0.713, 0.062, 0.103, 0.109]}

---

No. 3
{"formula": "C4H4O2", "method": "ωB97M-V with the def2-TZVPD basis set", "charge": 0, "e_above_lowest_ev": 6.7354, "orbital_gap_ev": 9.41, "e_lumo_ev": 0.560, "e_homo_ev": -8.8553, "elements": ["O", "C", "O", "C", "C", "C", "H", "H", "H", "H"], "positions_angstrom": [[-2.37872, 0.00645, 0.03134], [-1.36388, -0.60004, 0.05916], [-0.13636, 0.07115, 0.07702], [0.27531, 2.00993, -0.12041], [0.94869, -0.68067, 0.06069], [1.91063, -1.40077, 0.03878], [-1.21123, -1.68934, 0.07731], [-0.42476, 2.06181, -0.98250], [-0.39963, 2.23549, 0.73924], [2.77996, -2.01401, 0.01936]], "forces_ev_per_a": [[0.7, -0.4, 0.0], [-0.8, 0.2, 0.0], [0.2, 0.0, 0.0], [-0.4, 0.1, 0.1], [0.9, -0.7, 0.0], [-0.8, 0.6, 0.0], [0.0, 0.1, 0.0], [0.1, 0.1, 0.1], [0.2, 0.0, -0.3], [0.0, 0.0, 0.0]], "lowdin_charge": [0.155, -0.235, -0.138, 0.147, -0.218, 0.162, 0.162, -0.039, -0.036, 0.040]}

---

No. 4
{"formula": "CH2ClFP2", "method": "ωB97M-V with the def2-TZVPD basis set", "charge": 0, "e_above_lowest_ev": 0.0000, "orbital_gap_ev": [7.41, 8.00], "multiplicity": 3, "e_lumo_ev": [0.476, -1.851], "s2": 2.011, "e_homo_ev": [-6.9322, -9.8508], "elements": ["C", "F", "P", "P", "Cl", "H", "H"], "positions_angstrom": [[0.28947, 0.36446, 0.49663], [-2.64736, 0.85140, 0.78554], [-0.64945, -0.98283, -0.43822], [-1.88723, 0.88542, -0.65056], [1.63959, 1.29236, -0.03455], [0.16871, 0.53869, 1.52296], [-0.22363, -0.79678, -1.92309]], "forces_ev_per_a": [[1.8, -1.2, -1.1], [0.6, 0.0, -0.2], [0.6, 2.2, -0.9], [-1.8, -0.4, -0.9], [-0.4, -0.4, -0.3], [-0.6, -0.3, 1.3], [-0.1, 0.0, 2.1]], "lowdin_charge": [-1.060, -0.484, 0.557, 0.570, 0.512, -0.034, -0.061]}

---

No. 5
{"formula": "C21H17AsClF12N3O4PtS2", "method": "ωB97M-V with the def2-TZVPD basis set", "charge": 1, "e_above_lowest_ev": 1.1331, "orbital_gap_ev": [7.68, 4.82], "multiplicity": 6, "e_lumo_ev": [-3.538, -7.395], "s2": 8.819, "e_homo_ev": [-11.2174, -12.2182], "elements": ["Pt", "C", "N", "C", "C", "C", "C", "C", "N", "C", "C", "C", "C", "C", "C", "H", "H", "H", "H", "H", "H", "H", "H", "H", "H", "H", "F", "C", "F", "F", "S", "O", "O", "N", "S", "O", "O", "C", "F", "F", "F", "F", "As", "F", "F", "F", "F", "F", "Cl", "C", "C", "C", "C", "C", "C", "C", "H", "H", "H", "H", "H", "H"], "positions_angstrom": [[1.52500, 0.11364, -0.08170], [0.32016, -0.32830, 2.87827], [1.52642, -0.15462, 2.07771], [2.68061, -0.40546, 2.58879], [3.81048, -0.40366, 1.71413], [5.20698, -0.60936, 1.91997], [5.78133, -0.48822, 0.69389], [4.70648, -0.21091, -0.25276], [3.55896, -0.17445, 0.37716], [-0.70029, 0.75516, 2.64278], [-2.04733, 0.44834, 2.82946], [-3.01843, 1.41478, 2.62792], [-2.65232, 2.69455, 2.22562], [-1.31438, 3.00294, 2.04009], [-0.33833, 2.03902, 2.25922], [0.58909, -0.41028, 3.93504], [-0.09203, -1.29220, 2.56547], [2.79545, -0.63925, 3.64310], [5.68536, -0.81453, 2.86390], [6.82383, -0.57726, 0.43431], [4.77532, -0.04035, -1.31796], [-2.33074, -0.55755, 3.12001], [-4.06109, 1.17148, 2.78895], [-3.40885, 3.45374, 2.07428], [-1.02157, 3.99866, 1.73319], [0.70259, 2.30004, 2.11944], [1.17067, -1.62484, -4.32184], [2.01554, -0.87315, -3.64016], [3.05293, -0.55483, -4.39625], [2.44656, -1.55353, -2.57239], [1.11642, 0.64959, -3.09517], [0.12605, 0.17966, -2.12701], [0.65905, 1.30999, -4.26744], [2.33461, 1.34851, -2.33861], [2.17891, 2.64126, -1.43494], [1.12468, 2.40370, -0.43048], [3.45642, 3.05351, -0.96599], [1.52735, 4.00998, -2.50282], [2.21649, 4.04494, -3.62569], [0.23920, 3.80635, -2.75934], [1.66950, 5.14873, -1.84485], [1.05215, -2.11274, 0.28822], [0.17016, -3.72366, 0.23897], [1.20758, -4.18969, -1.03327], [-0.92825, -2.97503, -0.87658], [-0.70388, -5.18546, 0.24738], [-0.83990, -3.05619, 1.52333], [1.28809, -4.24199, 1.43698], [-3.71991, 1.87213, -1.25717], [-4.11677, 0.25310, -1.08544], [-5.41490, -0.17086, -1.52281], [-5.77974, -1.48686, -1.45604], [-4.85166, -2.40421, -0.94510], [-3.57011, -2.00263, -0.48681], [-3.16168, -0.66810, -0.53129], [-1.88340, -0.31581, -0.09988], [-6.08291, 0.58823, -1.90983], [-6.75155, -1.81636, -1.79132], [-5.10500, -3.45618, -0.89674], [-2.87950, -2.74963, -0.11148], [-1.27428, -1.12142, 0.27250], [-1.49163, 0.68753, -0.18094]], "forces_ev_per_a": [[-0.7, 0.0, 0.2], [0.1, 0.1, -0.1], [0.0, -0.1, 0.1], [0.0, 0.0, 0.0], [0.0, 0.0, 0.0], [0.0, 0.0, 0.0], [0.1, 0.0, 0.0], [-0.1, 0.1, 0.0], [0.1, 0.1, -0.1], [0.0, 0.0, 0.1], [0.0, 0.0, -0.1], [0.0, 0.0, 0.0], [0.0, 0.0, 0.0], [0.0, 0.0, 0.0], [0.0, 0.0, 0.0], [0.0, 0.0, 0.0], [0.0, 0.0, 0.0], [0.0, 0.0, 0.0], [0.0, 0.0, 0.0], [0.0, 0.0, 0.0], [0.0, 0.0, 0.0], [0.0, 0.0, 0.0], [0.0, 0.0, 0.0], [0.0, 0.0, 0.0], [0.0, 0.0, 0.0], [0.0, 0.0, 0.0], [0.0, 0.0, 0.0], [0.0, -0.1, 0.0], [0.0, 0.0, 0.0], [0.0, 0.1, 0.0], [0.2, -0.1, -0.1], [0.1, -0.1, 0.2], [-0.1, 0.0, 0.0], [0.1, 0.3, -0.2], [0.1, -0.3, -0.1], [0.3, -0.1, -0.1], [0.0, 0.0, 0.0], [-0.2, 0.0, 0.1], [0.0, 0.0, 0.0], [0.1, 0.0, 0.0], [0.0, 0.0, 0.0], [0.0, -0.1, -0.2], [0.3, 0.1, 0.6], [-0.1, 0.0, 0.0], [0.1, -0.2, -0.3], [0.0, 0.0, -0.1], [0.0, 0.0, -0.2], [-0.1, 0.0, -0.1], [0.0, 0.0, 0.0], [0.0, -0.1, 0.0], [0.0, 0.0, 0.0], [0.0, 0.0, 0.0], [0.0, 0.0, 0.0], [-0.1, 0.0, 0.1], [0.1, 0.0, -0.1], [-0.1, 0.0, 0.0], [0.0, 0.0, 0.0], [0.0, 0.0, 0.0], [0.0, 0.0, 0.0], [-0.1, 0.1, 0.0], [0.2, 0.1, 0.1], [-0.1, 0.0, 0.0]], "lowdin_charge": [1.265, -0.129, -0.055, -0.022, -0.191, 0.020, 0.025, -0.018, -0.058, -0.233, -0.054, -0.080, -0.089, -0.061, -0.058, 0.142, 0.110, 0.154, 0.127, 0.123, 0.135, 0.126, 0.111, 0.108, 0.115, 0.102, 0.176, -0.688, 0.169, 0.117, 0.616, -0.360, -0.222, -0.329, 0.602, -0.387, -0.240, -0.688, 0.179, 0.153, 0.172, -0.369, 0.760, -0.204, -0.243, -0.202, -0.266, -0.221, 0.911, -0.548, -0.020, -0.034, 0.070, 0.071, -0.265, 0.082, 0.125, 0.125, 0.138, 0.114, 0.037, 0.053]}

---

No. 6
{"formula": "C4H10NO", "method": "ωB97M-V with the def2-TZVPD basis set", "charge": -1, "e_above_lowest_ev": 1.9836, "smiles": "CCCNC[O-]", "orbital_gap_ev": 6.43, "e_lumo_ev": 3.771, "e_homo_ev": -2.6625, "elements": ["C", "C", "C", "N", "C", "O", "H", "H", "H", "H", "H", "H", "H", "H", "H", "H"], "positions_angstrom": [[1.50810, -2.19381, 1.22670], [0.99635, -0.76974, 1.23282], [0.82146, -0.31819, -0.25667], [-0.10133, 0.84401, -0.35578], [-1.67581, 0.94276, -0.53538], [-1.81189, 2.02459, -1.45048], [0.69041, -2.89274, 0.86629], [2.29536, -2.27914, 0.46100], [1.93609, -2.39779, 2.15000], [0.04147, -0.73078, 1.80441], [1.78845, -0.29444, 1.79299], [0.25194, -1.20243, -0.66080], [1.87431, -0.25982, -0.67573], [0.20925, 1.08996, -1.27186], [-1.91248, -0.10874, -0.88398], [-1.87103, 1.00505, 0.50722]], "forces_ev_per_a": [[-1.4, -0.5, -2.6], [-0.1, -0.7, -0.6], [-2.3, -1.2, 2.6], [2.9, 0.2, -0.7], [3.0, 1.0, -3.4], [-0.8, -3.0, 2.6], [1.0, 0.4, 0.8], [0.0, 0.0, 0.2], [0.5, -1.1, 1.8], [0.6, 0.3, -0.5], [-0.1, 1.2, 0.0], [0.8, 0.1, -0.4], [-1.5, 0.5, 0.0], [-0.6, 1.5, -0.8], [-0.6, 0.6, -0.1], [-1.5, 0.7, 1.1]], "lowdin_charge": [-0.174, -0.289, -0.282, -0.116, -0.453, -0.412, 0.086, 0.064, 0.027, 0.109, 0.082, 0.094, 0.117, 0.035, 0.069, 0.044]}